Here is a cluster of 2 separate species, C3H10N2O2 in total in a non-equilibrium geometry from the OMol25 dataset. Energies are from ωB97M-V with the def2-TZVPD basis set.

Summary:
Kohn-Sham gap: 9.522 eV
Multiplicity: 1
E_HOMO: -0.33316 hartree
LUMO energy: 0.46 eV
Strongest force on any atom: 0.10997 hartree/bohr
Molecular weight: 106.12 g/mol
Net charge: 0
SMILES string: CNCC(N)=O.O
Energy relative to the best compared isomer or geometry (same formula, charge and spin): 2.250 eV

Last column: natural (NBO) charge in e.
Cartesian coordinates (Å):
C -0.824 -0.086 2.545  -0.41
N -0.496 -0.168 1.127  -0.62
C 0.755 -0.793 0.865  -0.30
C 0.937 -0.935 -0.744  0.68
N 0.580 0.125 -1.519  -0.88
O 1.443 -1.877 -1.328  -0.60
H -0.740 -1.118 2.814  0.20
H -0.218 0.659 3.188  0.17
H -1.872 0.196 2.592  0.20
H -0.433 0.797 0.673  0.35
H 1.670 -0.442 1.230  0.19
H 0.591 -1.890 1.187  0.20
H -0.315 0.398 -1.387  0.40
H 1.167 0.225 -2.433  0.42
H -2.550 3.131 -1.059  0.48
H -1.075 3.227 -0.658  0.47
O -1.696 2.627 -1.097  -0.95

***

Here is a cluster of 10 separate species, C47H94N12O13Si in total in a non-equilibrium geometry from the OMol25 dataset. Energies are from ωB97M-V with the def2-TZVPD basis set.

Summary:
Kohn-Sham gap: 8.455 eV
Multiplicity: 1
E_HOMO: -0.30372 hartree
LUMO energy: 0.19 eV
Strongest force on any atom: 0.05095 hartree/bohr
Molecular weight: 1063.43 g/mol
Net charge: 0
SMILES string: CN(C)C(=O)Cc1cc2c(c(CCO[Si](C)(C)C)c1CCCN)C(=O)NC2=O.CN(C)C=O.CN(C)C=O.CN(C)C=O.CN(C)C=O.CN(C)C=O.CN(C)C=O.CN(C)C=O.CN(C)C=O.CN(C)C=O
Energy relative to the best compared isomer or geometry (same formula, charge and spin): 0.000 eV

Last column: Löwdin charge in e.
Cartesian coordinates (Å):
C 5.689 1.611 -0.439  -0.09
N 4.639 2.585 -0.154  -0.14
C 5.187 3.799 0.468  -0.06
C 3.619 2.032 0.679  -0.44
O 3.857 1.144 1.477  0.11
C 2.226 2.617 0.513  -0.05
C 1.227 1.630 -0.055  -0.11
C 1.738 0.723 -0.942  0.06
C 0.937 -0.211 -1.508  -0.08
C -0.382 -0.215 -1.115  -0.05
C -0.941 0.650 -0.232  -0.08
C -2.410 0.454 0.092  -0.07
C -3.348 1.601 -0.293  -0.24
O -3.791 2.252 0.903  -0.24
Si -5.282 3.005 0.745  0.45
C -5.382 4.235 2.184  -0.16
C -6.671 1.753 1.028  -0.15
C -5.492 4.003 -0.841  -0.15
C -0.112 1.636 0.312  -0.07
C -0.660 2.669 1.282  -0.11
C -1.261 3.926 0.635  -0.16
C -0.304 4.713 -0.264  -0.25
N -0.604 4.392 -1.680  0.01
C -1.004 -1.352 -1.880  -0.32
O -2.090 -1.878 -1.788  0.10
N -0.062 -1.802 -2.892  0.14
C 1.236 -1.303 -2.493  -0.35
O 2.318 -1.686 -2.862  0.12
H 5.264 0.615 -0.563  0.06
H 6.196 1.846 -1.375  0.08
H 6.464 1.564 0.335  0.08
H 5.932 3.570 1.240  0.09
H 5.583 4.477 -0.280  0.07
H 4.346 4.299 0.961  0.09
H 2.310 3.518 -0.095  0.11
H 1.919 2.943 1.506  0.11
H 2.783 0.739 -1.231  0.14
H -2.753 -0.454 -0.391  0.09
H -2.492 0.267 1.166  0.13
H -4.233 1.145 -0.762  0.11
H -2.915 2.292 -1.020  0.11
H -4.706 3.849 2.955  0.03
H -6.383 4.303 2.603  0.03
H -4.975 5.203 1.888  0.02
H -6.281 0.771 0.742  0.02
H -6.830 1.726 2.107  0.03
H -7.577 2.013 0.480  0.00
H -6.556 4.042 -1.083  0.03
H -5.199 5.033 -0.623  0.02
H -4.928 3.645 -1.702  0.02
H 0.144 2.972 1.937  0.07
H -1.427 2.189 1.892  0.12
H -1.541 4.585 1.460  0.10
H -2.168 3.748 0.074  0.07
H -0.446 5.793 -0.122  0.10
H 0.744 4.519 -0.069  0.08
H -1.456 4.883 -1.920  0.06
H 0.168 4.678 -2.287  0.01
H -0.262 -1.244 -3.725  0.16
C 5.698 -2.522 0.636  -0.34
O 5.799 -1.354 0.313  0.01
N 5.377 -3.523 -0.208  -0.19
C 5.267 -4.896 0.234  -0.05
C 5.135 -3.207 -1.607  -0.03
H 5.864 -2.858 1.674  0.13
H 5.981 -5.519 -0.310  0.09
H 4.256 -5.266 0.045  0.09
H 5.476 -4.967 1.299  0.06
H 6.026 -2.750 -2.039  0.09
H 4.313 -2.499 -1.690  0.07
H 4.888 -4.113 -2.155  0.09
C -6.054 -4.455 -4.086  -0.35
O -6.991 -4.044 -4.759  -0.01
N -4.798 -3.977 -4.163  -0.19
C -3.722 -4.499 -3.339  -0.05
C -4.509 -2.904 -5.097  -0.05
H -6.182 -5.268 -3.348  0.10
H -3.317 -3.694 -2.726  0.06
H -2.932 -4.897 -3.980  0.09
H -4.090 -5.294 -2.692  0.09
H -5.124 -2.034 -4.862  0.09
H -4.747 -3.225 -6.113  0.09
H -3.458 -2.633 -5.036  0.08
C -10.234 0.625 -0.423  -0.35
O -9.576 1.644 -0.319  0.00
N -9.821 -0.496 -1.040  -0.19
C -10.654 -1.679 -1.130  -0.06
C -8.494 -0.519 -1.637  -0.03
H -11.252 0.542 -0.006  0.13
H -10.153 -2.520 -0.646  0.09
H -10.831 -1.926 -2.178  0.09
H -11.610 -1.507 -0.640  0.08
H -7.743 -0.328 -0.870  0.08
H -8.418 0.263 -2.394  0.10
H -8.310 -1.488 -2.095  0.09
C 3.792 -2.856 4.806  -0.35
O 4.863 -2.627 4.271  0.00
N 2.595 -2.463 4.342  -0.19
C 1.364 -2.784 5.035  -0.06
C 2.526 -1.689 3.107  -0.02
H 3.723 -3.426 5.749  0.13
H 0.714 -3.369 4.382  0.09
H 0.848 -1.863 5.316  0.08
H 1.572 -3.360 5.935  0.08
H 2.963 -2.265 2.290  0.09
H 3.095 -0.766 3.216  0.08
H 1.491 -1.453 2.872  0.09
C 0.241 3.741 4.362  -0.35
O -0.659 4.346 3.814  0.02
N 0.135 3.110 5.545  -0.19
C 1.250 2.402 6.145  -0.05
C -1.142 3.143 6.239  -0.04
H 1.249 3.656 3.916  0.13
H 0.989 1.350 6.280  0.08
H 1.484 2.838 7.118  0.09
H 2.129 2.468 5.507  0.08
H -1.914 2.697 5.611  0.09
H -1.422 4.177 6.444  0.09
H -1.069 2.593 7.174  0.08
C -8.253 -6.721 -2.933  -0.33
O -7.423 -6.243 -2.180  -0.01
N -9.103 -7.710 -2.607  -0.20
C -10.070 -8.236 -3.550  -0.06
C -9.047 -8.267 -1.265  -0.04
H -8.371 -6.364 -3.969  0.14
H -11.080 -8.098 -3.158  0.09
H -9.891 -9.302 -3.707  0.09
H -9.988 -7.719 -4.504  0.09
H -9.236 -7.481 -0.533  0.09
H -8.054 -8.677 -1.078  0.09
H -9.792 -9.051 -1.158  0.08
C 8.185 3.867 -1.144  -0.35
O 7.258 4.163 -1.873  0.00
N 9.381 4.484 -1.127  -0.20
C 10.445 4.078 -0.230  -0.06
C 9.608 5.591 -2.040  -0.04
H 8.113 3.042 -0.417  0.12
H 10.718 4.911 0.420  0.09
H 11.320 3.775 -0.808  0.09
H 10.122 3.241 0.386  0.09
H 8.881 6.382 -1.848  0.09
H 9.480 5.252 -3.069  0.09
H 10.614 5.981 -1.907  0.08
C 6.147 -7.695 5.179  -0.36
O 6.410 -8.532 6.022  0.01
N 6.823 -6.546 4.997  -0.20
C 6.456 -5.585 3.971  -0.06
C 7.957 -6.261 5.858  -0.04
H 5.305 -7.818 4.476  0.13
H 7.294 -5.449 3.283  0.09
H 6.212 -4.628 4.433  0.07
H 5.591 -5.938 3.413  0.07
H 8.706 -7.047 5.753  0.09
H 7.632 -6.234 6.899  0.09
H 8.394 -5.303 5.588  0.09
C 1.251 5.581 -4.553  -0.33
O 1.273 4.640 -3.778  0.00
N 2.328 6.073 -5.184  -0.20
C 2.242 7.196 -6.096  -0.06
C 3.622 5.452 -4.940  -0.03
H 0.317 6.115 -4.800  0.14
H 2.588 6.893 -7.087  0.09
H 2.869 8.013 -5.735  0.09
H 1.215 7.546 -6.172  0.08
H 3.585 4.400 -5.222  0.09
H 3.865 5.512 -3.879  0.09
H 4.390 5.959 -5.519  0.09

***

Here is a structure of composition C19H16CrF3N6O2S4 in a non-equilibrium geometry from the OMol25 dataset. Energies are from ωB97M-V with the def2-TZVPD basis set.

Summary:
Kohn-Sham gap (alpha / beta): 4.388 / 6.061 eV
⟨S²⟩: 6.022
Multiplicity: 5
E_HOMO (alpha / beta): -0.07785 / -0.13988 hartree
LUMO energy (alpha / beta): 2.27 / 2.25 eV
Strongest force on any atom: 0.05526 hartree/bohr
Molecular weight: 597.63 g/mol
Net charge: -1
Energy relative to the best compared isomer or geometry (same formula, charge and spin): 0.922 eV

Last column: natural (NBO) charge in e.
Cartesian coordinates (Å):
Cr -0.103 -0.052 0.248  0.81
S 1.773 1.014 1.210  -0.31
C 3.161 0.263 0.470  -0.23
C 4.427 0.672 0.881  -0.22
C 5.563 0.076 0.376  -0.25
C 5.449 -0.946 -0.556  -0.25
C 4.201 -1.330 -1.009  -0.26
C 3.044 -0.732 -0.514  -0.09
S 1.476 -1.192 -1.171  -0.36
H 4.483 1.467 1.608  0.21
H 6.538 0.407 0.706  0.19
H 6.335 -1.437 -0.935  0.19
H 4.103 -2.100 -1.760  0.21
N -0.678 3.258 1.403  -0.79
C -1.272 2.211 2.041  0.31
N -1.078 0.952 1.765  -0.54
C -1.630 0.112 2.697  0.14
C -2.337 0.750 3.692  -0.43
S -2.261 2.480 3.465  0.34
C -1.338 -1.274 2.548  0.12
C -1.887 -2.342 3.212  -0.41
S -1.201 -3.829 2.629  0.34
C -0.182 -2.892 1.546  0.31
N -0.363 -1.605 1.627  -0.55
N 0.773 -3.508 0.803  -0.81
H -0.148 3.008 0.576  0.43
H -1.189 4.123 1.362  0.39
H -2.851 0.329 4.528  0.24
H -2.677 -2.348 3.931  0.23
H 0.558 -4.447 0.503  0.38
H 1.178 -2.908 0.075  0.43
N 1.336 1.940 -2.099  -0.79
C -0.032 2.041 -2.109  0.41
C -0.674 2.786 -3.092  -0.31
C -2.058 2.953 -3.054  -0.14
C -2.746 2.347 -2.005  -0.31
C -2.051 1.634 -1.064  0.07
N -0.698 1.461 -1.083  -0.54
H 1.797 2.030 -2.991  0.38
H 1.686 1.172 -1.536  0.43
H -0.084 3.229 -3.879  0.21
H -2.575 3.520 -3.810  0.21
H -3.817 2.435 -1.918  0.21
H -2.582 1.152 -0.255  0.22
F -1.930 -3.003 -2.601  -0.33
C -2.898 -2.855 -1.682  0.88
F -3.035 -4.064 -1.095  -0.34
F -4.039 -2.639 -2.365  -0.34
C -2.581 -1.692 -0.649  0.71
O -3.428 -1.434 0.184  -0.67
O -1.460 -1.189 -0.853  -0.72

***

Here is a structure of composition C16H16NO5OsS5 in a non-equilibrium geometry from the OMol25 dataset. Energies are from ωB97M-V with the def2-TZVPD basis set.

Summary:
Kohn-Sham gap (alpha / beta): 5.098 / 4.947 eV
⟨S²⟩: 0.817
Multiplicity: 2
E_HOMO (alpha / beta): -0.02066 / -0.01515 hartree
LUMO energy (alpha / beta): 4.54 / 4.53 eV
Strongest force on any atom: 0.03457 hartree/bohr
Molecular weight: 652.87 g/mol
Net charge: -2
Energy relative to the best compared isomer or geometry (same formula, charge and spin): 1.753 eV

Last column: natural (NBO) charge in e.
Cartesian coordinates (Å):
Os -0.236 -0.235 0.185  0.80
S -1.576 1.301 -0.944  0.02
S -3.530 1.046 -0.928  -0.33
S -3.649 -0.842 1.022  -0.27
S -1.869 -1.668 0.726  0.03
O -0.525 1.031 1.936  -0.57
N 0.467 1.812 2.405  -0.04
C 1.076 1.360 3.526  0.05
C 2.122 1.998 4.118  -0.33
C 2.588 3.185 3.522  -0.20
C 1.932 3.683 2.440  -0.26
C 0.789 3.045 1.848  0.06
S -0.124 3.779 0.645  -0.26
H 0.655 0.443 3.900  0.23
H 2.566 1.581 5.013  0.21
H 3.445 3.708 3.932  0.20
H 2.224 4.620 1.987  0.22
C 6.145 1.404 1.468  -0.62
C 5.122 0.327 1.186  -0.02
C 5.034 -0.266 -0.069  -0.24
C 4.059 -1.219 -0.364  0.01
C 3.976 -1.837 -1.736  -0.65
C 3.156 -1.578 0.635  -0.06
C 3.260 -1.039 1.912  0.01
C 2.327 -1.528 2.991  -0.64
C 4.236 -0.085 2.174  -0.23
C 2.040 -2.559 0.371  0.77
O 2.330 -3.742 0.188  -0.69
O 0.840 -2.086 0.358  -0.78
H 7.001 1.323 0.792  0.20
H 6.509 1.343 2.497  0.20
H 5.707 2.398 1.334  0.22
H 5.736 0.030 -0.846  0.19
H 4.786 -1.478 -2.376  0.19
H 3.019 -1.584 -2.205  0.25
H 4.021 -2.925 -1.664  0.23
H 2.276 -2.619 2.986  0.22
H 1.316 -1.168 2.809  0.24
H 2.655 -1.187 3.974  0.19
H 4.293 0.357 3.166  0.19
O 1.564 0.958 0.039  -0.74
C 1.822 0.802 -1.193  0.64
O 1.152 0.039 -1.930  -0.71
H 2.665 1.364 -1.604  0.09